{
  "formula": "C32H88N8O8",
  "method": "ωB97M-V/def2-TZVPD",
  "e_homo_ev": -7.22,
  "gap_ev": 7.34,
  "relative_energy_kcal_mol": 942.8,
  "symbols": ["C", "C", "C", "O", "C", "N", "H", "H", "H", "H", "H", "H", "H", "H", "H", "H", "H", "C", "C", "C", "O", "C", "N", "H", "H", "H", "H", "H", "H", "H", "H", "H", "H", "H", "C", "C", "C", "O", "C", "N", "H", "H", "H", "H", "H", "H", "H", "H", "H", "H", "H", "C", "C", "C", "O", "C", "N", "H", "H", "H", "H", "H", "H", "H", "H", "H", "H", "H", "C", "C", "C", "O", "C", "N", "H", "H", "H", "H", "H", "H", "H", "H", "H", "H", "H", "C", "C", "C", "O", "C", "N", "H", "H", "H", "H", "H", "H", "H", "H", "H", "H", "H", "C", "C", "C", "O", "C", "N", "H", "H", "H", "H", "H", "H", "H", "H", "H", "H", "H", "C", "C", "C", "O", "C", "N", "H", "H", "H", "H", "H", "H", "H", "H", "H", "H", "H"],
  "xyz": [[0.00157, -5.62555, 6.36513], [0.71770, -4.81672, 5.19998], [-0.27360, -4.25965, 4.17898], [0.39724, -4.08812, 2.93553], [-0.34881, -3.69288, 1.75117], [1.45725, -3.68893, 5.77677], [-0.65340, -4.90016, 6.84774], [0.78032, -5.85921, 7.09111], [-0.51695, -6.52966, 6.04603], [1.49854, -5.43065, 4.75112], [-0.71843, -3.31414, 4.48922], [-1.12865, -4.91006, 3.99471], [0.25529, -4.14338, 0.96363], [-0.38710, -2.60362, 1.76210], [-1.35744, -4.10338, 1.70364], [0.73175, -3.17330, 6.25412], [1.75232, -2.96580, 5.13637], [1.24726, -0.30924, -1.65010], [2.42205, -0.32601, -2.72497], [2.57276, 0.99098, -3.50193], [2.85891, 2.06104, -2.63262], [3.25283, 3.29268, -3.24038], [3.66989, -0.63855, -2.06752], [1.23571, -1.31129, -1.22130], [0.33522, -0.17282, -2.23118], [1.41041, 0.50001, -0.93835], [2.06818, -1.06360, -3.44527], [1.60573, 1.31749, -3.88446], [3.21418, 1.04693, -4.38144], [2.48461, 3.69956, -3.89794], [4.17824, 3.23291, -3.81323], [3.35945, 4.18969, -2.63037], [4.11580, 0.14456, -1.61145], [3.65775, -1.52438, -1.58248], [0.74421, 2.83743, 4.38761], [2.21096, 3.17798, 4.40862], [2.55938, 4.48058, 3.81375], [3.77250, 4.45507, 3.04117], [4.11319, 5.63207, 2.30622], [2.74651, 2.91073, 5.74041], [0.65164, 1.82078, 4.76964], [0.45250, 2.74369, 3.34156], [-0.06279, 3.46227, 4.77027], [2.69690, 2.42789, 3.78466], [2.63912, 5.20255, 4.62645], [1.69431, 4.84014, 3.25653], [4.79820, 5.28909, 1.53084], [4.63616, 6.32748, 2.96274], [3.23693, 5.95920, 1.74652], [3.70524, 3.21492, 5.64882], [2.72404, 1.90983, 5.87387], [-2.33901, -3.62658, -4.31377], [-2.23315, -2.59805, -3.19174], [-2.48621, -3.18422, -1.75152], [-2.63817, -2.23572, -0.66446], [-3.94146, -1.62088, -0.53669], [-0.90174, -2.05641, -3.40984], [-3.19893, -4.29590, -4.33912], [-1.48531, -4.30389, -4.33712], [-2.41518, -3.10369, -5.26712], [-2.88538, -1.76121, -3.44153], [-1.53082, -3.62743, -1.47066], [-3.15749, -4.04277, -1.73203], [-3.88395, -0.83671, 0.21820], [-4.81051, -2.25258, -0.35279], [-4.11269, -1.29105, -1.56138], [-0.80222, -1.29120, -2.75818], [-0.29758, -2.79085, -3.06972], [-4.46881, 0.39329, -5.47351], [-3.20974, -0.20891, -4.78913], [-3.26664, 0.05589, -3.27132], [-3.36611, 1.37533, -3.06267], [-3.37597, 1.81904, -1.71018], [-3.20053, -1.63687, -5.18822], [-4.48522, 1.47822, -5.36975], [-5.36206, 0.09439, -4.92500], [-4.58193, 0.09436, -6.51560], [-2.30506, 0.28205, -5.14776], [-2.27815, -0.28228, -2.96047], [-3.93633, -0.48936, -2.60624], [-2.60823, 1.31672, -1.12166], [-4.23475, 1.48319, -1.12896], [-3.04575, 2.85757, -1.73282], [-2.32831, -2.12854, -5.05559], [-3.52819, -1.83757, -6.12228], [-0.46365, -2.25725, 0.33526], [-1.03261, -0.94575, -0.19492], [-0.31134, 0.32859, 0.20355], [-0.17315, 0.35702, 1.64377], [0.08573, 1.72562, 2.17113], [-1.08556, -1.05696, -1.63826], [-0.75686, -2.33297, 1.38235], [0.62092, -2.36457, 0.31888], [-0.83395, -3.13769, -0.18991], [-2.10065, -0.81306, -0.02235], [-0.88608, 1.18887, -0.13951], [0.69086, 0.29573, -0.22379], [0.88053, 2.16899, 1.57129], [0.43483, 1.74010, 3.20361], [-0.90557, 2.17646, 2.12459], [-1.94834, -1.56569, -1.76836], [-1.44024, -0.15447, -1.92080], [1.78428, -0.12270, 6.33778], [2.90173, -0.88712, 5.49280], [2.64840, -1.08974, 3.96299], [1.32634, -1.69544, 3.86252], [0.42232, -1.25860, 2.77063], [4.05272, -0.12138, 5.83970], [2.01884, 0.14506, 7.36801], [0.93847, -0.80588, 6.26049], [1.53004, 0.77149, 5.76868], [2.94117, -1.87472, 5.95234], [3.39113, -1.78124, 3.56515], [2.76702, -0.09462, 3.53430], [0.75694, -1.59853, 1.79054], [0.45126, -0.16904, 2.78212], [-0.60346, -1.55881, 2.98453], [4.34645, 0.24897, 4.94714], [4.78241, -0.77620, 6.08231], [-0.32553, 1.51239, -2.69638], [-0.87213, 2.51649, -3.71438], [0.14916, 2.93884, -4.78465], [-0.48885, 3.47710, -5.99518], [-1.13659, 4.81077, -5.91966], [-2.01733, 1.91136, -4.42162], [0.73593, 1.53469, -2.44959], [-0.50958, 0.49152, -3.03111], [-0.73566, 1.80102, -1.72861], [-1.18881, 3.39332, -3.14959], [0.84660, 2.12108, -4.96620], [0.88276, 3.65942, -4.42314], [-0.44360, 5.61345, -5.66754], [-1.96681, 4.94950, -5.22713], [-1.56728, 5.05747, -6.89009], [-2.48391, 2.61599, -4.97471], [-2.62359, 1.44666, -3.76086]],
  "forces_ev_per_a": [[1.3, 1.4, -0.9], [-0.2, 0.2, 0.5], [-0.2, -0.8, -1.5], [0.1, -1.5, 0.2], [2.2, -6.8, 7.5], [-0.3, -0.3, 1.6], [-0.4, -0.3, 0.1], [-0.1, -0.2, 0.0], [0.0, 0.2, -0.1], [-0.5, -0.3, -0.5], [0.2, 0.3, 0.5], [-0.2, -0.5, 0.1], [-0.1, 0.5, 0.2], [10.1, -10.6, 12.4], [-0.4, -0.1, 0.2], [-0.1, 0.3, 0.7], [-0.2, -0.9, -0.9], [4.0, -0.5, -4.1], [-0.6, 0.9, 1.1], [-1.3, 0.8, -0.6], [1.4, 1.5, 1.6], [-0.4, 0.2, -0.9], [0.5, -0.6, -1.2], [0.3, 0.4, 0.3], [2.2, -0.6, 1.7], [2.2, -0.3, -2.4], [0.7, -0.3, -0.3], [0.2, -1.2, -0.4], [0.7, -0.7, 0.2], [0.0, -0.6, -0.5], [0.1, -0.4, -0.1], [0.2, -0.8, 1.3], [-0.3, -0.3, 0.2], [0.2, 0.4, 0.3], [-0.2, 1.5, 0.3], [-0.1, -1.7, 0.5], [0.4, 1.9, 0.0], [-0.6, -0.6, 0.3], [-0.2, -1.4, 0.1], [0.2, 1.3, -0.1], [-0.4, 0.3, 0.3], [0.7, 3.8, 2.3], [0.6, 0.4, 0.9], [-0.1, -0.2, -0.9], [0.3, 0.3, 0.3], [0.1, 0.0, -0.7], [0.3, 0.0, 0.1], [-0.4, 0.5, -0.2], [-0.1, 0.8, 0.4], [0.5, -0.3, 0.7], [0.6, 0.2, 0.3], [-0.1, -3.3, 0.7], [0.3, -1.1, -0.3], [0.4, -1.4, -0.2], [-6.5, -5.2, 0.7], [0.1, -0.9, -1.5], [-0.1, -3.5, -6.2], [-0.4, 0.1, 0.5], [0.3, 0.1, 0.3], [0.9, -4.1, 0.2], [-0.2, -1.9, 0.9], [0.0, -0.3, -0.4], [-0.7, 0.4, 0.0], [0.0, 0.0, -0.2], [0.4, -0.6, 0.6], [-0.7, 0.4, 1.1], [2.2, -0.9, -2.1], [0.8, 0.1, -0.1], [0.2, 0.4, 0.9], [-2.1, -1.2, -2.8], [0.4, -4.2, -0.3], [-10.3, 0.2, 9.6], [1.1, -0.8, 0.6], [-1.9, 3.2, -0.6], [0.2, 0.1, -0.4], [-0.1, -0.4, 0.0], [0.2, 0.1, 0.1], [-0.5, -0.4, -0.1], [-1.0, 0.8, -0.6], [-0.5, 0.4, -1.4], [0.5, -0.2, -0.3], [-0.8, 0.9, -0.5], [-0.9, 0.1, 0.2], [0.1, 4.0, -0.4], [-0.1, 0.7, -0.2], [-1.5, 6.2, -6.5], [1.3, 1.2, -0.3], [-0.3, -0.3, 2.2], [-2.7, 4.9, -4.4], [-1.2, -4.0, -3.1], [-2.4, 4.9, 7.0], [-10.7, 9.0, -12.6], [-0.2, 0.7, -0.2], [0.0, 0.8, 0.5], [1.4, 0.8, 2.0], [0.0, 0.1, 0.2], [-2.7, 0.6, 2.8], [-0.2, 0.5, -0.2], [-0.7, -4.0, -2.1], [0.3, 0.8, 0.0], [1.4, 1.4, 0.4], [0.6, 0.4, 0.7], [-0.7, -1.6, -2.5], [-2.2, 0.0, 2.1], [-1.7, -0.1, 1.7], [0.5, 0.4, -0.6], [3.4, 0.3, 4.0], [2.0, -0.1, -1.1], [0.4, -0.4, -0.3], [-0.6, 0.4, 0.5], [-0.2, -0.3, 0.4], [0.3, 0.0, 0.0], [0.2, 0.1, -0.2], [-0.4, 0.1, -0.7], [0.7, 0.5, 1.0], [1.2, -2.3, 2.1], [0.2, 0.0, 0.5], [0.8, 0.7, -0.1], [0.5, 0.1, 0.2], [-0.1, 2.1, -0.6], [-0.4, -0.1, -1.4], [-0.6, 1.4, -0.2], [-0.2, 0.9, 0.7], [0.9, -0.9, 0.1], [7.4, 3.8, -4.8], [-0.6, 1.1, -0.6], [-0.5, 1.3, -0.7], [-0.4, -0.7, -0.4], [0.1, 0.6, 0.2], [-1.0, -0.2, -1.4], [-0.6, 0.7, 0.3], [0.5, -0.2, 0.0], [-0.1, -0.8, 0.4], [0.3, -0.5, -0.2], [0.0, 0.0, -0.1], [4.5, 3.1, -3.7]],
  "lowdin_charge": [-0.048, -0.385, -0.201, -0.166, -0.140, 0.035, 0.067, 0.067, 0.069, 0.133, 0.118, 0.114, 0.137, -0.077, 0.137, 0.058, 0.016, -0.091, -0.332, -0.206, -0.185, -0.086, 0.041, 0.105, 0.027, 0.083, 0.137, 0.059, 0.137, 0.051, 0.092, 0.088, 0.073, 0.070, -0.081, -0.433, -0.195, -0.191, -0.092, 0.063, 0.079, -0.017, 0.117, 0.135, 0.132, 0.124, 0.083, 0.088, 0.084, 0.077, 0.006, -0.075, -0.392, -0.078, -0.340, -0.013, 0.071, 0.092, 0.093, 0.045, 0.077, 0.115, 0.140, 0.109, 0.104, 0.060, -0.126, 0.097, -0.026, -0.317, -0.218, -0.107, 0.024, -0.034, 0.069, 0.080, 0.077, 0.122, 0.087, 0.112, 0.063, 0.108, 0.120, -0.016, 0.096, -0.113, -0.263, -0.141, -0.292, -0.041, -0.106, -0.028, 0.122, 0.085, 0.115, 0.103, 0.039, 0.129, -0.002, 0.126, 0.016, 0.048, -0.034, -0.414, -0.121, -0.222, -0.032, 0.028, 0.090, 0.061, 0.018, 0.105, 0.128, 0.110, 0.100, 0.054, 0.134, 0.066, 0.080, -0.053, -0.324, -0.151, -0.188, -0.082, 0.046, 0.067, 0.088, 0.076, 0.120, 0.102, 0.087, 0.074, 0.069, 0.080, 0.088, -0.243]
}